1.
The following is a DFT calculation (ωB97M-V/def2-TZVPD) of a 5-piece molecular cluster, C26H23N5O8 overall.

Each line ends with the natural charge from an NBO analysis.
Cartesian coordinates (Å):
H -1.96358 1.56910 0.09156  0.269
H -2.35525 4.25035 -0.90045  0.225
H 4.83493 1.23753 2.39617  0.223
H 0.43417 -2.43375 0.10199  0.239
H -1.01426 4.50542 -2.90394  0.226
C -1.93825 1.50563 1.18032  -0.723
C 3.23165 1.14178 0.92740  -0.183
C -3.98292 5.69982 -4.05964  -0.179
C -2.06431 4.75531 -2.99355  -0.168
H 0.54690 -6.24373 1.74895  0.250
C -2.80773 4.61998 -1.80863  -0.213
C 4.03259 1.75909 1.89237  -0.170
C -2.63143 5.36636 -4.10081  -0.214
H -2.79073 0.86853 1.42508  0.253
C 0.23249 -3.64921 4.63127  -0.202
C 0.44096 -2.72954 -2.02432  -0.177
O 2.13114 -7.24112 5.18183  -0.377
N -6.04830 6.20036 -2.78000  0.529
H 1.23820 -5.05198 5.84261  0.249
H -0.68055 -4.07596 1.46324  0.218
C 1.70473 -4.06934 -0.54171  -0.171
C 0.92094 -4.84733 4.83066  -0.190
C 0.98521 -3.38699 -3.10908  0.010
H 3.01564 -5.53494 -1.49433  0.227
O -6.65502 6.05279 -1.74049  -0.374
H 4.43906 3.57665 2.91857  0.223
N 0.16998 0.04346 1.68883  -0.381
C 0.78552 -3.05190 -0.71218  -0.226
H -1.96901 2.45726 1.69460  0.261
C -4.09899 5.11270 -1.74827  -0.186
H 0.24168 -2.91006 5.41939  0.225
H -0.72803 -2.47186 2.95396  0.233
H -4.60146 4.92483 -0.80944  0.241
H -1.99729 5.49167 -4.96608  0.225
H 1.70746 1.25905 -0.41769  0.249
C 2.92511 3.87182 1.45115  -0.175
O 0.89574 5.12113 -0.05877  -0.365
C 2.27203 1.87434 0.26837  -0.178
N 0.93872 3.90223 -0.01765  0.526
C 2.05938 3.22473 0.57567  0.010
N 0.60198 -2.99594 -4.45549  0.522
C 1.04919 -5.77581 3.82008  0.016
C -4.71519 5.62568 -2.89509  0.011
C -0.27089 -3.36384 3.36126  -0.181
H -4.36643 5.94861 -5.04155  0.245
C -0.74977 0.69651 1.47066  0.323
H 2.83709 4.94037 1.58706  0.246
O 0.05408 3.20051 -0.49294  -0.412
O 1.73992 -7.87660 3.17025  -0.367
O -6.48573 6.79059 -3.75087  -0.374
C 3.87868 3.10890 2.11845  -0.216
H -0.34905 -2.03412 -2.28505  0.248
C -0.23489 -4.36562 2.40603  -0.212
H 3.44516 0.11482 0.66699  0.225
C 1.90965 -4.41032 -2.89850  -0.173
O -0.21466 -2.08959 -4.57839  -0.384
C 2.34750 -4.69694 -1.62558  -0.216
C 0.46797 -5.55708 2.57816  -0.197
H 2.39360 -4.91586 -3.72494  0.244
N 1.71057 -7.06515 4.05692  0.535
H 1.92457 -4.48856 0.43289  0.222
O 1.16954 -3.48481 -5.41729  -0.365

## Properties
ΔE to the lowest compared entry with this formula, charge and spin ... 18.55 kcal per mole
Multiplicity ... 1
SMILES string ... O=[N+]([O-])c1ccccc1.O=[N+]([O-])c1ccccc1.O=[N+]([O-])c1ccccc1.O=[N+]([O-])c1ccccc1.CC#N


2.
The following is a DFT calculation (ωB97M-V/def2-TZVPD) of C3H5NO3 as an isolated structure.

Each line ends with the natural charge from an NBO analysis.
Cartesian coordinates (Å):
N -0.12474 0.93650 0.14526  -0.842
H -1.73744 -1.33589 1.99275  0.243
C -0.96589 -1.28648 1.21396  -0.729
H -0.06018 -0.87236 1.62126  0.279
H -0.80452 -2.28110 0.80268  0.260
O 1.64530 -0.55901 0.20794  -0.609
H 1.45316 2.19793 -0.45231  0.480
C -1.48628 -0.36380 0.13270  0.809
O 1.89719 1.41514 -0.81802  -0.682
O -2.03647 -0.51495 -0.86746  -0.446
H -0.70142 1.26766 -0.61842  0.381
C 1.13402 0.46647 -0.14738  0.856

## Properties
ΔE to the lowest compared entry with this formula, charge and spin ... 61.66 kcal per mole
Multiplicity ... 1


3.
The following is a DFT calculation (ωB97M-V/def2-TZVPD) of C2H5NO5SSbSe4Ta as an isolated structure.

Each line ends with the Mulliken charge.
Cartesian coordinates (Å):
C 1.19301 1.98195 2.63934  -1.193
C 0.79481 0.61761 2.17495  0.879
S 1.04554 -2.63102 -0.23685  1.333
O 0.36054 -2.23163 1.06811  -0.481
H 1.98359 2.35190 1.98897  0.287
H 0.33189 2.63974 2.51892  0.262
Se -2.68889 -1.51535 -1.81402  -0.230
O -0.20343 -2.87039 -1.06591  -0.537
Se -4.95235 2.23946 -1.09295  -0.453
O 1.41548 -1.25868 -0.76376  -0.429
H 1.52580 1.99660 3.67460  0.400
Se -2.45449 -0.19717 1.41211  -0.327
H 1.03206 -0.23453 4.00272  0.183
O 0.48178 0.46498 0.97929  -0.348
O 2.03926 -3.62734 -0.18055  -0.588
H 0.58413 -1.31681 2.70473  0.278
Se -0.75685 1.37946 -1.55652  -0.296
Ta -0.70703 -0.85114 -0.32551  0.667
N 0.76015 -0.37971 3.04723  -0.211
Sb -3.10160 0.80034 -0.84726  0.804

## Properties
Multiplicity ... 1


4.
The following is a DFT calculation (ωB97M-V/def2-TZVPD) of one molecule with the formula C6H6FN3.

Each line ends with the natural charge from an NBO analysis.
Cartesian coordinates (Å):
F -1.18234 2.46595 0.03688  -0.287
C -0.02077 -0.95703 -0.11933  0.213
C 1.67326 2.18436 -0.05107  -0.407
C 0.00731 -2.47329 0.05778  -0.657
H 1.57171 2.68732 0.82040  0.208
C -0.63834 1.24504 0.13742  0.593
C -1.17304 -0.15616 0.04791  -0.357
N -3.41750 -1.34450 -0.05177  -0.314
H 2.55679 1.54009 -0.06499  0.250
H -0.33413 -2.66648 1.14974  0.245
C -2.44627 -0.72223 0.01755  0.270
H 1.36413 2.83232 -0.86923  0.220
H -0.77172 -2.92629 -0.66436  0.243
N 1.06396 -0.17763 -0.19021  -0.295
N 0.69488 1.11438 -0.02330  -0.170
H 1.05208 -2.64584 -0.23340  0.244

## Properties
ΔE to the lowest compared entry with this formula, charge and spin ... 0.00 kcal per mole
Multiplicity ... 1
SMILES string ... Cc1nn(C)c(F)c1C#N


5.
The following is a DFT calculation (ωB97M-V/def2-TZVPD) of C27H27BaN5O3PS2 as an isolated structure.

Each line ends with the Mulliken charge.
Cartesian coordinates (Å):
C 4.41638 1.16631 2.99827  -0.593
C -1.69982 -0.39135 7.15804  -0.499
C 4.88539 0.50373 4.12830  -0.537
H 4.44190 2.93548 -1.39471  0.416
C -0.46886 0.45831 4.80446  0.669
S 1.58581 -0.38001 -1.32840  -0.560
H 0.01900 3.10493 3.92070  0.171
H -8.12681 -0.22521 -1.10431  0.405
S -3.67704 1.57795 0.07444  1.373
H 5.94935 0.42381 4.30700  0.381
C 2.44784 0.91979 -1.99545  0.637
N 3.07662 0.77090 -3.16209  -0.157
C -0.76158 1.36786 5.81594  -0.145
H 3.94992 1.26493 -4.95218  0.357
H -1.66138 -2.35308 6.28451  0.426
C 2.61917 0.05138 4.80183  -0.344
N 2.49783 2.09148 -1.34028  0.287
C 2.14233 0.71812 3.68099  0.501
Ba -1.12194 0.10302 0.50609  1.762
C -5.14363 0.62534 0.13254  0.282
H 2.93642 2.54815 -4.29250  0.326
H -0.50653 2.41692 5.72823  0.259
H 5.11169 1.59917 2.29148  0.416
C -0.80492 -0.88086 4.98597  -0.333
H -5.94574 -1.95743 2.16614  0.511
N 0.18790 2.57752 3.07925  -0.188
H -0.60893 -1.61309 4.21006  0.313
C -7.15060 -1.17254 0.54641  -0.551
C -1.40895 -1.30896 6.16040  -0.720
C -7.24558 -0.23494 -0.47660  -0.497
P 0.38328 0.84646 3.25300  0.345
C -5.02924 -0.30451 1.14737  -0.011
C 3.66361 1.77705 -4.03836  -0.971
C 3.98834 -0.05315 5.02361  -0.701
C -3.70934 -0.17366 1.83796  0.441
C -0.51407 3.51499 -0.32163  -0.380
C -1.18109 5.29669 1.09375  -0.480
C -6.23048 0.68903 -0.71473  -0.722
H -1.22822 5.37152 -1.07187  0.451
C -0.29778 3.25814 1.96001  1.140
H -6.30232 1.41593 -1.51071  0.473
O -3.11416 -1.01978 2.47385  -0.532
C 3.39582 3.23029 -1.48485  -1.184
C -6.03134 -1.22898 1.37188  -0.579
H 4.34341 -0.57093 5.90448  0.404
C -0.85235 4.53049 2.17707  -1.133
H -0.39021 3.06167 -1.29837  0.403
N -0.15103 2.73862 0.73666  0.067
C 3.05482 1.26374 2.77700  -0.313
N -3.08046 1.08757 1.49183  -0.488
H 2.69864 1.77778 1.88975  0.067
H -1.60557 1.66825 7.75894  0.413
C -0.98423 4.79370 -0.19321  -0.841
O -3.89880 2.97652 -0.05606  -0.622
H 1.93213 -0.38599 5.51541  0.347
H 3.16218 3.90662 -0.66597  0.355
H -1.59812 6.28496 1.23706  0.425
H -2.17811 -0.72084 8.07086  0.398
H -7.96188 -1.87163 0.69721  0.400
O -2.78814 0.93732 -0.97591  -0.868
H 1.94069 2.07230 -0.50392  -0.287
H -1.00042 4.88648 3.18745  0.447
H 4.55356 2.23370 -3.61083  0.313
H 2.98000 -0.15739 -3.53559  0.245
C -1.37946 0.94866 6.98382  -0.781
H 3.24761 3.76872 -2.41888  0.393

## Properties
Total charge ... +1
Multiplicity ... 1


6.
The following is a DFT calculation (ωB97M-V/def2-TZVPD) of one molecule with the formula C3H5NO3.

Each line ends with the natural charge from an NBO analysis.
Cartesian coordinates (Å):
C 0.29043 1.15119 0.89376  -0.620
N 0.28828 -0.69379 -0.50324  -0.662
O -1.65773 -1.84170 -0.06284  -0.595
H 2.55513 -0.20357 -0.78574  0.472
H -2.74499 -0.01509 -0.65876  0.502
O 2.32790 0.27552 0.02617  -0.649
H 0.72295 -1.56612 -0.77748  0.403
C -1.10487 -0.76377 -0.22616  0.894
H 0.74555 2.12897 1.02282  0.216
C 0.98850 0.19964 0.21844  0.484
H -0.58632 1.02407 1.51271  0.217
O -1.82484 0.30466 -0.65967  -0.663

## Properties
ΔE to the lowest compared entry with this formula, charge and spin ... 51.48 kcal per mole
Multiplicity ... 1
SMILES string ... C=C(O)NC(=O)O


7.
The following is a DFT calculation (ωB97M-V/def2-TZVPD) of a 2-piece molecular cluster, C4H6N2OS overall.

Each line ends with the natural charge from an NBO analysis.
Cartesian coordinates (Å):
H -2.97586 1.15904 -1.50114  0.194
C -2.06541 0.77424 -0.87842  -0.444
H 0.90173 -0.01451 -1.78533  0.231
H 1.51595 2.12437 1.28415  0.493
N 1.01597 -0.12898 1.47925  -0.343
C 0.81955 -0.25979 -0.77630  -0.411
O 1.39408 1.85831 0.33790  -0.667
S -2.20822 0.54779 0.71971  0.068
H -1.15721 0.66356 -1.34198  0.181
C 1.11442 0.53442 0.36388  0.439
H 0.11382 -1.92043 1.86396  0.417
C 0.51946 -1.50457 -0.21091  -0.021
N 0.62981 -1.38660 1.15473  -0.355
H 0.38191 -2.44684 -0.70948  0.218

## Properties
ΔE to the lowest compared entry with this formula, charge and spin ... 75.84 kcal per mole
Multiplicity ... 1
SMILES string ... Oc1cc[nH]n1.C=S


| no. | highest occupied orbital energy (eV) | HOMO-LUMO gap (eV) |
| --- | --- | --- |
| 1 | -10.02 | 8.96 |
| 2 | -10.15 | 9.88 |
| 3 | -8.62 | 6.47 |
| 4 | -9.41 | 9.98 |
| 5 | -11.08 | 8.66 |
| 6 | -8.25 | 8.61 |
| 7 | -8.66 | 8.35 |